A molecular structure, C30H48N2O2RhSe, computed with ωB97M-V/def2-TZVPD.

Kohn-Sham gap in eV: 6.03
Total charge: +1
DFT total energy in eV: -107314.79547

Cartesian coordinates (Å):
Rh -2.1046 2.1337 0.8689
Se 0.2008 2.1649 0.9974
O -2.0770 0.5851 2.0540
O -1.8258 1.0771 -0.7581
N -2.3946 3.8805 -0.2778
N -2.7176 3.3743 2.4688
C 3.0271 -2.7230 3.9612
C 3.0517 1.8470 -4.7583
C 0.2677 0.4114 1.7765
C 0.7746 0.5215 -3.2221
C -0.9389 -1.4420 2.6962
C -1.2253 -0.9284 -4.6522
C 0.2898 -2.0730 2.7831
C 2.6541 -3.6215 1.6504
C -2.2362 -2.1281 3.1280
C -1.9764 -3.5150 3.7190
C -0.6529 1.0717 -1.3977
C 1.8894 1.1639 -2.6528
C 1.4903 -0.2437 1.8580
C 1.5157 -1.5222 2.3726
C -3.1564 -2.3090 1.9097
C -0.4847 0.4386 -2.6516
C -2.0952 -1.4556 -2.3911
C -2.7898 4.7693 1.9608
C -0.9480 -0.1301 2.1615
C -2.8064 0.6478 -3.5818
C 4.3085 1.9015 -2.6145
C 1.7145 1.7537 -1.4179
C 3.6816 -0.2887 -3.6061
C -3.2949 4.7459 0.5278
C -2.9364 -1.2850 4.2039
C 4.0159 -1.5718 1.9923
C 0.4545 1.6873 -0.8296
C 2.7959 -2.3452 2.4921
C 3.2232 1.1617 -3.3957
C -1.6386 -0.3143 -3.3137
H -3.4121 -1.3570 1.4518
H -3.1974 1.0661 -2.6558
H -0.9148 -0.1692 -5.3730
H -3.1946 -0.2958 3.8292
H 5.2404 1.8816 -3.1802
H 2.9642 -0.8578 -4.1984
H 3.9398 -3.3139 4.0571
H -2.0792 -1.4569 -5.0774
H -3.4215 5.4008 2.5853
H -2.9288 -3.9575 4.0134
H -0.4164 -1.6520 -4.5353
H 4.6371 -0.3073 -4.1332
H -2.6728 -2.9342 1.1560
H 0.9169 0.0508 -4.1842
H 4.0462 2.9487 -2.4490
H -4.0796 -2.8048 2.2169
H -2.8060 3.6408 -1.1771
H -1.5120 -4.1866 2.9945
H -1.2771 -2.1588 -2.2218
H 4.9065 -2.1927 2.0946
H 3.8089 -0.7983 -2.6489
H 4.1818 -0.6600 2.5703
H 3.9998 1.8485 -5.2990
H 3.5641 -4.2201 1.7207
H -1.7780 5.1773 1.9873
H -3.6366 3.0440 2.7591
H 2.5274 2.2476 -0.9014
H -2.4344 -1.0841 -1.4258
H -2.9169 -2.0006 -2.8600
H -2.1351 3.3143 3.2985
H 0.3094 -3.0768 3.1824
H -3.8544 -1.7828 4.5224
H -1.5289 4.3708 -0.4859
H 2.3164 1.3338 -5.3794
H 2.7276 2.8821 -4.6351
H -3.3591 5.7571 0.1250
H 4.5018 1.4318 -1.6475
H 1.8222 -4.2392 1.9910
H -2.4897 1.4643 -4.2351
H -2.2941 -1.1696 5.0793
H -4.2956 4.3105 0.4871
H 2.2037 -3.3168 4.3601
H 2.4850 -3.3763 0.6000
H -1.3452 -3.4684 4.6086
H 3.1312 -1.8303 4.5807
H -3.6164 0.1131 -4.0812
H 2.3915 0.2486 1.5155
H 3.9195 -1.3053 0.9369

Forces on the atoms, in the same order (eV/Å):
-0.1 0.1 -0.1
0.2 0.1 0.1
0.0 -0.1 -0.1
0.0 -0.2 0.0
0.0 0.0 0.0
0.0 0.0 0.0
0.0 0.0 0.0
0.0 0.0 0.0
-0.1 0.0 0.0
0.0 0.0 0.0
0.0 0.0 0.0
0.0 0.0 0.0
0.0 0.0 0.0
0.0 0.0 0.0
0.0 0.0 0.0
0.0 0.0 0.0
0.0 0.0 0.0
0.0 0.0 0.0
0.0 0.0 0.0
0.0 0.0 0.0
0.0 0.0 0.0
0.0 0.0 0.0
0.0 0.0 0.0
0.0 0.0 0.0
0.0 0.0 0.1
0.0 0.0 0.0
0.0 0.0 0.0
0.0 0.0 -0.1
0.0 0.0 0.0
0.0 0.0 0.0
0.0 0.0 0.0
0.0 0.0 0.0
-0.1 0.0 0.0
0.0 0.0 0.0
0.0 0.0 0.0
0.0 0.0 0.0
0.0 0.1 0.0
0.0 0.0 0.0
0.0 0.0 0.0
0.0 0.0 0.0
0.0 0.0 0.0
0.0 0.0 0.0
0.0 0.0 0.0
0.0 0.0 0.0
0.0 0.0 0.0
0.0 0.0 0.0
0.0 0.0 0.0
0.0 0.0 0.0
0.0 0.0 0.0
0.0 0.0 0.0
0.0 0.0 0.0
0.0 0.0 0.0
0.0 0.0 0.0
0.0 0.0 0.0
0.0 0.0 0.0
0.0 0.0 0.0
0.0 0.0 0.0
0.0 0.0 0.0
0.0 0.0 0.0
0.0 0.0 0.0
0.0 0.0 0.0
0.0 0.1 0.1
0.0 0.0 0.0
0.0 0.0 0.0
0.0 0.0 0.0
0.0 0.0 0.0
0.0 0.0 0.0
0.0 0.0 0.0
0.0 0.0 0.0
0.0 0.0 0.0
0.0 0.0 0.0
0.0 0.0 0.0
0.0 0.0 0.0
0.0 0.0 0.0
0.0 0.0 0.0
0.0 0.0 0.0
0.0 0.0 0.0
0.0 0.0 0.0
0.0 0.0 0.0
0.0 0.0 0.0
0.0 0.0 0.0
0.0 0.0 0.0
0.0 0.0 0.0
0.0 0.0 0.0

Atom charges from the Mulliken analysis, given in e for atoms 1 to 5: atom 1 (Rh): -0.15, atom 2 (Se): 0.36, atom 3 (O): -0.97, atom 4 (O): -0.98, atom 5 (N): -0.35

***

A molecular structure, C30H48P2TeTl at a distorted geometry, computed with ωB97M-V/def2-TZVPD.

Kohn-Sham gap (spin up / spin down) in eV: 3.02 / 4.68
Total charge: +1
DFT total energy in eV: -62436.83073

Cartesian coordinates (Å):
Tl -0.0161 -2.2934 -4.1974
Te -0.6851 2.0584 0.3020
P 1.1680 3.0326 -0.9176
P -1.9971 0.0152 -4.6718
C 0.5497 -1.3184 -6.9079
C 2.1872 1.6421 -1.5473
C -0.7142 3.3391 -2.9174
C -2.2400 0.6891 -6.2811
C 1.0865 -0.0239 3.2442
C -1.4804 2.5391 3.2635
C -0.9723 4.6019 2.0470
C -1.0827 3.2069 2.1024
C -1.8179 3.2945 4.3872
C -1.9064 -0.7062 -6.6292
C -1.3288 5.3418 3.1822
C 0.7556 -0.7450 -5.4896
C 0.7118 -1.0493 2.2509
C -1.6168 -3.3109 0.4258
C -0.4837 -2.5452 0.9820
C 1.5963 -1.6289 1.2973
C 1.4116 -3.4182 -0.5584
C -0.1253 0.3302 -4.8112
C -1.7556 4.6897 4.3508
C -0.8026 -1.0047 -7.5879
C 3.0213 -1.2683 1.1459
C -2.8388 1.0608 -3.4739
C -1.2393 1.8747 -6.4847
C -0.5791 -1.6068 2.0470
C -1.8102 -1.2572 2.7833
C 2.2012 4.2232 -0.0513
C 0.0161 1.6545 -5.6145
C 0.5187 3.9317 -2.4135
C -2.6920 -1.6301 -4.2119
C 0.8559 -2.5476 0.5059
H 1.0150 0.9908 2.8175
H -2.2881 -3.6380 1.2287
H 0.9295 1.6447 -6.2363
H 1.8545 -4.3405 -0.1356
H 2.1203 -0.1771 3.5867
H -3.2791 0.9812 -6.4858
H -3.8749 0.7477 -3.2659
H -2.8606 2.1083 -3.7886
H -1.0690 3.6714 -3.8932
H -2.2303 -1.9609 -3.2676
H 1.5628 0.7777 -1.7905
H -2.1372 2.7907 5.2908
H 2.2076 -2.8896 -1.1072
H 3.1521 -0.2680 0.6957
H 0.6267 -3.7197 -1.2702
H -1.5769 -1.0097 3.8299
H -1.4738 3.0113 -2.2111
H 2.9027 1.3297 -0.7745
H -2.2239 -2.7176 -0.2778
H -0.6224 5.0907 1.1307
H -0.9228 2.0224 -7.5267
H 1.3862 -1.0127 -7.5690
H 2.4650 5.0490 -0.7378
H 0.4222 -0.0701 4.1174
H -3.7732 -1.6154 -3.9817
H -1.5227 1.4537 3.2794
H 1.6487 4.6345 0.8088
H 0.3684 4.9809 -2.0659
H -2.5215 -2.0954 2.7675
H 3.1199 3.7246 0.3073
H 0.2205 0.5473 -3.7781
H 1.3378 3.9082 -3.1634
H 3.5179 -1.2521 2.1280
H 1.8146 -0.5535 -5.2783
H 0.6312 -2.4345 -6.8452
H -1.0795 -1.9256 -8.1316
H -1.2730 6.4286 3.1493
H -2.5191 -2.3848 -4.9971
H -1.7311 2.8247 -6.1727
H 2.7594 1.9410 -2.4436
H -2.2886 1.0016 -2.5234
H 0.1337 2.4889 -4.9019
H -0.6638 -0.2605 -8.3966
H -2.0326 5.2772 5.2250
H 3.5370 -1.9966 0.5077
H -2.7727 -1.3437 -6.8059
H -2.3045 -0.3841 2.3251
H -1.2664 -4.2012 -0.1069

Forces on the atoms, in the same order (eV/Å):
0.5 -2.6 1.4
-0.4 -0.4 0.7
-0.2 0.5 -1.9
0.2 0.3 -1.8
0.4 0.0 0.0
0.3 -0.1 0.2
-0.4 -1.9 -0.3
-1.3 1.8 0.1
0.1 0.0 0.4
0.1 0.3 -0.4
-0.2 -0.2 0.4
0.7 0.3 -0.6
0.0 0.3 -0.2
1.1 -1.4 -1.4
0.1 -0.3 0.0
0.0 1.6 -1.2
1.1 -0.3 -1.0
-0.4 -0.4 -0.2
-1.5 2.0 2.3
-0.9 -0.4 -0.5
0.1 -0.1 -0.3
0.5 0.6 0.3
0.2 0.0 -0.5
0.1 -0.7 -0.7
0.6 0.1 0.0
0.0 0.3 1.6
-0.3 0.0 0.1
-0.6 -2.1 -2.0
-0.3 0.1 0.3
0.6 0.1 0.6
0.0 0.3 0.0
0.0 0.8 0.8
-0.6 -0.5 0.8
2.0 1.2 1.0
0.0 -0.2 0.1
0.0 0.0 -0.2
-0.3 -0.3 0.2
-0.2 0.3 -0.2
-0.3 0.1 -0.1
0.2 0.1 -0.2
0.3 -0.2 -0.4
0.2 -0.3 0.0
0.0 0.1 0.3
-0.5 0.1 0.0
0.0 0.3 0.1
0.0 0.0 0.0
-0.2 -0.3 0.1
0.1 -0.3 0.2
0.3 0.0 0.2
-0.2 -0.1 -0.2
0.1 0.7 -0.2
-0.2 0.1 -0.1
0.1 -0.1 0.1
-0.3 -0.1 0.4
-0.4 -0.3 0.1
-0.2 -0.1 0.4
-0.2 -0.5 0.3
0.2 0.1 -0.2
0.4 0.4 -0.2
0.0 0.2 0.1
0.3 -0.1 -0.3
0.7 0.0 0.0
0.1 0.3 0.1
-0.4 0.3 0.0
0.1 -0.1 -0.3
-0.1 0.2 0.5
0.1 0.0 -0.3
-0.2 -0.1 0.2
0.0 0.7 -0.2
0.1 0.4 0.1
0.0 -0.2 0.1
-0.1 0.4 0.5
0.2 -0.7 -0.2
-0.4 0.1 0.4
-0.3 0.2 -0.1
-0.1 -0.5 0.0
0.0 0.0 0.5
0.1 -0.2 -0.2
0.1 0.2 0.2
-0.1 0.3 0.0
-0.1 -0.2 0.2
-0.2 0.1 0.1

Atom charges from the Mulliken analysis, given in e for atoms 1 to 5: atom 1 (Tl): 0.58, atom 2 (Te): 0.03, atom 3 (P): 0.97, atom 4 (P): 1.18, atom 5 (C): -0.65

***

A molecular structure, C30H50BrFeN3P2S at a distorted geometry, computed with ωB97M-V/def2-TZVPD.

2S+1: 5
Kohn-Sham gap (spin up / spin down) in eV: 5.98 / 7.40
Total charge: +2
DFT total energy in eV: -170213.12803

Cartesian coordinates (Å):
Br -3.7991 -1.1611 2.5601
Fe -0.9270 0.2638 -3.2126
S 1.2726 1.2416 1.7385
P 2.5392 -0.3698 0.7813
P -1.7136 -1.8252 -3.0849
N -0.4958 6.2354 -4.7949
N -0.2836 0.2501 3.7824
N 1.6634 1.3573 4.3849
C -3.0084 -0.0277 1.3317
C -1.0003 2.2056 -3.2491
C -3.0624 1.8664 -0.2260
C 2.2322 1.8956 6.7391
C 4.1074 0.3833 1.2989
C -0.4305 5.9629 -3.4895
C -0.8872 3.5680 -3.8165
C -1.1069 0.4197 -0.1226
C 2.1632 -1.7782 1.8614
C -1.7193 -0.3859 0.8447
C -1.0763 3.9056 -5.1720
C -1.5399 -1.0853 5.4556
C -3.6635 1.1017 0.7826
C -1.3583 1.6730 -2.1153
C -3.4147 -0.9101 -5.3373
C 2.8601 -3.1017 1.5093
C -0.8619 5.2406 -5.6030
C -0.2323 -0.8953 4.7310
C -0.6690 4.6796 -2.9601
C -2.2568 -0.6144 -4.3552
C 0.1824 -3.8088 -2.0878
C -1.8224 1.4522 -0.7937
C 3.3064 -0.1575 -2.0048
C -3.1137 -2.2164 -1.8896
C 1.1171 1.8593 5.6993
C -0.1529 -2.3138 -2.1435
C -4.3195 -3.1064 -2.2566
C 5.3355 -0.5024 1.1284
C 2.8808 -1.1044 -0.8706
C 0.8592 0.8885 3.4166
H 2.4260 -1.4657 2.8827
H -0.4841 -4.3620 -1.4121
H 2.4739 1.9041 4.0687
H -1.4046 -1.9053 6.1619
H -0.1462 6.8013 -2.8471
H 6.2093 0.0766 1.4493
H -2.3496 -1.3596 4.7765
H -4.6706 1.3300 1.1214
H 2.4999 -3.5291 0.5601
H 2.8218 0.9679 6.7201
H 2.8932 2.7516 6.5453
H -1.2514 -1.2988 1.1713
H -4.0215 -4.1182 -2.5766
H -1.3371 -0.3003 -4.9154
H 1.0667 -1.9086 1.8394
H -0.6208 4.5696 -1.8756
H 0.0237 -1.7933 4.1486
H 5.2927 -1.4001 1.7590
H 5.5044 -0.8017 0.0846
H -4.9440 -2.6571 -3.0360
H -3.5508 2.7569 -0.6273
H -3.1557 -1.5887 -6.1700
H 1.2104 -3.9513 -1.7213
H 0.6983 2.8740 5.5455
H -0.2962 -1.8880 -1.1337
H 3.9551 -3.0019 1.4651
H 4.2019 1.3024 0.6986
H 3.6125 -0.7576 -2.8778
H 0.5832 -0.7015 5.4307
H -4.9284 -3.2177 -1.3458
H -0.9547 5.5043 -6.6591
H -0.0826 0.1988 -0.4587
H 0.1247 -4.2707 -3.0840
H 1.7941 2.0198 7.7378
H -1.3875 3.1650 -5.9034
H -4.3255 -1.2597 -4.8404
H 0.6557 -1.7618 -2.6598
H 3.6923 -1.8368 -0.7066
H -0.9323 0.1203 3.0097
H 4.1645 0.4755 -1.7255
H 2.0041 -1.6948 -1.1958
H -3.6381 0.0760 -5.7765
H 2.6289 -3.8290 2.2999
H -2.4863 0.3091 -3.7970
H -1.8402 -0.1973 6.0194
H 0.2940 1.1980 5.9955
H 2.4711 0.4896 -2.3224
H 3.9870 0.6984 2.3465
H -2.6284 -2.6178 -0.9833
H -3.4568 -1.2007 -1.6462

Forces on the atoms, in the same order (eV/Å):
-0.6 -0.3 0.2
2.1 1.4 1.6
-1.1 0.7 1.4
0.7 -0.2 -0.6
-2.0 -4.0 1.6
-0.2 -0.4 0.1
0.7 -0.3 -0.6
0.0 0.6 0.3
1.2 0.6 -1.9
-0.8 0.9 1.8
0.5 -0.5 -0.5
-0.1 0.1 0.0
0.2 -0.1 -0.1
-0.1 -0.7 -0.1
-0.4 1.2 -0.5
-0.8 -0.4 -0.2
-0.1 -0.3 0.1
-0.9 1.4 -0.1
0.4 0.4 0.2
-0.1 -0.2 0.3
0.6 -0.3 0.4
1.1 2.8 -1.5
0.3 0.4 -0.2
0.0 -0.3 0.2
0.0 -0.7 0.3
0.1 0.3 -0.2
0.5 0.0 0.0
-0.1 -0.7 -2.1
-0.1 -0.3 -0.3
-0.3 -1.3 2.1
-0.1 0.1 0.0
0.1 0.9 -0.1
0.1 -0.3 -0.2
0.6 0.4 -0.8
0.4 -0.1 -0.1
0.5 0.1 0.1
0.4 -0.7 -0.5
-0.3 1.0 -0.1
-0.1 -0.1 -0.2
0.1 0.2 -0.2
-0.6 -0.5 0.0
-0.1 0.0 0.0
-0.2 -0.4 -0.1
-0.1 -0.2 -0.1
0.2 0.1 0.2
0.2 0.2 0.0
0.2 0.2 0.3
-0.2 0.3 0.1
-0.1 -0.3 0.1
0.2 -0.1 0.3
0.0 0.4 0.1
-0.2 -0.5 -1.1
0.3 0.0 0.1
0.1 -0.2 -0.3
0.0 0.1 0.2
0.0 0.3 -0.2
-0.1 0.1 0.3
0.1 -0.1 0.2
-0.1 -0.5 0.0
0.1 0.2 0.7
-0.3 0.1 0.0
0.2 -0.5 -0.1
0.1 -0.1 -0.5
-0.5 -0.1 0.0
0.0 -0.2 0.2
-0.1 0.2 0.3
-0.1 -0.2 -0.1
0.1 0.1 -0.4
-0.1 -0.2 0.3
-0.6 -0.1 0.0
0.0 0.2 0.3
0.2 0.0 -0.3
0.2 0.0 0.1
0.4 0.0 0.0
0.0 -0.2 0.4
-0.3 0.2 0.0
0.2 0.0 0.2
-0.4 -0.2 -0.1
0.4 0.3 0.4
-0.1 -0.4 0.0
0.1 0.1 -0.3
-1.9 0.3 -0.3
0.1 -0.1 -0.1
0.3 0.3 0.0
0.3 -0.1 0.1
0.0 -0.1 -0.3
0.0 0.2 -0.4
-0.3 -0.3 0.4

Atom charges from the Mulliken analysis, given in e for atoms 1 to 5: atom 1 (Br): -0.07, atom 2 (Fe): -0.22, atom 3 (S): -0.35, atom 4 (P): 0.65, atom 5 (P): 0.09